[1]
15
Properties=species:S:1:pos:R:3 method="wB97M-V/def2-TZVPD" e_above_lowest_kj_mol=100.2 homo_ev=-9.52 smiles="CC(=O)O.CN" e_tot_ev=-8841.9164 gap_ev=10.24 molar_mass_g_mol=91.1 charge=0
C -1.9850 -0.6613 1.5860
N -0.9488 -1.7049 1.4507
H -1.6255 0.3838 1.6988
H -2.5798 -0.9115 2.4443
H -2.6185 -0.7467 0.7089
H -0.0923 -1.2980 1.1211
H -0.6318 -2.0356 2.3781
O 1.8625 -0.7519 -1.1922
C 1.2564 0.2909 -1.4934
O 0.0204 0.2321 -2.0128
C 1.8091 1.6842 -1.2461
H -0.3639 -0.5989 -1.8751
H 1.0289 2.4323 -1.3024
H 2.5723 1.9419 -2.0099
H 2.2962 1.7437 -0.2560


[2]
15
Properties=species:S:1:pos:R:3 method="wB97M-V/def2-TZVPD" e_above_lowest_kj_mol=433.8 homo_ev=-9.77 e_tot_ev=-8838.4596 gap_ev=10.61 molar_mass_g_mol=91.1 charge=0
C -0.1425 1.2059 -0.0694
C -1.5873 -0.6678 -0.1790
C 0.2170 1.0045 1.3711
N -0.9074 0.4641 -0.7983
O 1.5308 -0.8491 -1.9390
O 1.7696 -1.5645 -0.6929
H 2.6231 -1.1431 -0.4822
H 0.6125 -0.5572 -1.7429
H 0.2818 2.1068 -0.5453
H -0.9420 -1.5504 -0.1626
H -2.4726 -0.9143 -0.7741
H -1.9416 -0.4505 0.8338
H -0.4279 1.6313 1.9913
H 1.2536 1.3240 1.5132
H 0.1327 -0.0395 1.6764